Arrangement a

This record from the OMol25 dataset describes a structure of composition C60H44F8O14V3. The level of theory is ωB97M-V/def2-TZVPD.

Each line ends with the Mulliken charge.
Geometry (Å):
1 O -2.45927 -6.16446 1.85641  -0.67
2 V -1.31299 -5.93362 2.89776  1.80
3 O 0.04857 -6.50946 2.24394  -0.57
4 O -0.54644 -1.28069 7.47668  -0.60
5 V 0.69294 -1.70627 6.60694  1.81
6 O 2.06298 -1.23862 7.33465  -0.62
7 O -4.32221 3.30100 -3.53587  -0.59
8 V -2.88301 3.05240 -3.98615  1.80
9 O -2.44592 4.06450 -5.12145  -0.65
10 C 0.89176 -9.19120 7.36126  -0.42
11 C 0.26029 -7.98915 6.78322  0.36
12 C 0.87210 -6.64138 7.19920  0.50
13 O 0.33175 -5.56764 6.73614  -0.68
14 C 2.06965 -6.62240 7.99542  -0.51
15 C 2.63827 -7.79035 8.45250  0.41
16 C 1.97560 -9.14361 8.14274  0.32
17 O 2.33873 -10.27600 8.64632  -0.68
18 O 3.71723 -7.63264 9.17582  -0.68
19 O -0.63542 -7.98501 5.92170  -0.63
20 H 0.37606 -10.12228 7.17812  0.41
21 H 2.48013 -5.66975 8.29604  0.40
22 C -0.25709 1.84814 1.30795  -0.76
23 C -0.86719 1.79168 -0.02307  0.50
24 C -1.28589 0.28618 -0.51954  0.53
25 O -1.61678 0.22998 -1.70059  -0.67
26 C -1.21082 -0.84896 0.40363  -0.87
27 C -0.64462 -0.63282 1.67883  0.60
28 C -0.19298 0.75264 2.09310  0.47
29 O 0.16089 0.95602 3.31244  -0.76
30 O -0.59528 -1.66991 2.45391  -0.79
31 O -0.92640 2.67873 -0.82708  -0.62
32 H 0.00850 2.82200 1.69194  0.46
33 H -1.73410 -1.75845 0.14781  0.41
34 F -3.80332 7.62538 -2.20168  -0.27
35 C -3.77926 8.41163 -1.09711  0.14
36 C -4.59548 9.57486 -0.88023  -0.32
37 C -4.38748 10.37886 0.22662  -0.48
38 C -3.53250 9.95789 1.20136  -0.22
39 C -2.73116 8.82366 1.03759  -0.63
40 C -2.91879 8.08837 -0.10076  -0.06
41 H -5.35398 9.81340 -1.61111  0.37
42 H -4.88930 11.32182 0.38597  0.35
43 H -3.49826 10.61840 2.05514  0.32
44 H -2.00727 8.60865 1.80970  0.40
45 H -2.22274 7.27863 -0.26276  0.40
46 F 7.17726 8.38553 -0.29501  -0.30
47 C 6.49333 7.25309 -0.13851  0.20
48 C 5.16299 7.24788 -0.44384  -0.24
49 C 4.43951 6.04180 -0.27368  -0.51
50 C 5.10278 4.88677 0.09476  -0.42
51 C 6.45161 4.86874 0.31578  -0.52
52 C 7.13168 6.05217 0.21996  -0.19
53 H 4.67186 8.11623 -0.85754  0.39
54 H 3.36573 6.02297 -0.38781  0.41
55 H 4.45272 4.02450 0.07693  0.43
56 H 7.01018 4.00918 0.65573  0.38
57 H 8.20251 6.07970 0.35776  0.37
58 F 4.18097 -2.38301 2.76573  -0.26
59 C 5.16003 -2.08867 1.87381  0.28
60 C 4.89097 -1.34343 0.71444  -0.48
61 C 5.92191 -1.15688 -0.18546  -0.49
62 C 7.17745 -1.73968 -0.01806  -0.43
63 C 7.46161 -2.51619 1.09257  -0.38
64 C 6.41843 -2.68474 2.05912  -0.35
65 H 3.87083 -1.02931 0.54989  0.57
66 H 5.72370 -0.60100 -1.08996  0.40
67 H 7.88547 -1.58613 -0.81901  0.36
68 H 8.36070 -3.10076 1.22033  0.38
69 H 6.60163 -3.32264 2.91113  0.39
70 F 1.12635 2.03414 -9.13236  -0.32
71 C 1.56555 2.24046 -7.84162  0.30
72 C 1.42934 1.25316 -6.89525  -0.28
73 C 1.83267 1.48751 -5.58898  -0.61
74 C 2.32937 2.75741 -5.25881  -0.43
75 C 2.49844 3.76477 -6.23399  -0.54
76 C 2.06349 3.48713 -7.53408  -0.25
77 H 1.13674 0.25819 -7.19662  0.44
78 H 1.89532 0.61265 -4.95882  0.44
79 H 2.64144 3.01573 -4.25767  0.47
80 H 2.89927 4.72580 -5.94739  0.38
81 H 2.07788 4.18634 -8.35706  0.41
82 F 3.63112 7.12859 7.05386  -0.28
83 C 2.32475 7.17843 6.81593  0.19
84 C 1.54541 8.28580 7.35556  -0.22
85 C 0.12934 8.30685 7.22659  -0.52
86 C -0.47221 7.24814 6.51705  -0.20
87 C 0.23055 6.17644 6.00827  -0.62
88 C 1.61273 6.15975 6.16182  -0.23
89 H 2.01200 9.04679 7.96350  0.37
90 H -0.51150 9.12321 7.52539  0.36
91 H -1.54027 7.29870 6.36516  0.33
92 H -0.20797 5.38897 5.41328  0.44
93 H 2.11504 5.31582 5.71255  0.39
94 F -6.66595 -3.91092 -0.40929  -0.30
95 C -6.78996 -5.22353 -0.60640  0.30
96 C -5.95515 -5.81139 -1.54164  -0.47
97 C -6.04956 -7.23219 -1.68540  -0.40
98 C -7.07079 -7.90839 -0.98913  -0.29
99 C -7.93150 -7.29268 -0.13499  -0.50
100 C -7.70605 -5.95419 0.15054  -0.32
101 H -5.12638 -5.29471 -2.00269  0.49
102 H -5.37221 -7.77829 -2.32523  0.40
103 H -7.00626 -8.97140 -1.16872  0.32
104 H -8.68054 -7.86358 0.39360  0.36
105 H -8.28126 -5.35623 0.84190  0.40
106 F -1.11806 -6.20669 -4.68582  -0.29
107 C 0.08297 -5.81861 -4.19433  0.33
108 C 1.09902 -6.81041 -4.09688  -0.33
109 C 2.35760 -6.47425 -3.50423  -0.49
110 C 2.46219 -5.21364 -3.01282  -0.35
111 C 1.45746 -4.26471 -3.00249  -0.54
112 C 0.27729 -4.53777 -3.66715  -0.40
113 H 0.89981 -7.79931 -4.48263  0.38
114 H 3.17257 -7.17083 -3.37379  0.39
115 H 3.44348 -4.83117 -2.77368  0.34
116 H 1.57528 -3.32070 -2.49125  0.47
117 H -0.57331 -3.87619 -3.59501  0.48
118 F -4.19308 -0.11371 -6.14555  -0.28
119 C -4.73736 -1.34874 -6.31939  0.45
120 C -4.05296 -2.37886 -6.99762  -0.48
121 C -4.65219 -3.60830 -7.17687  -0.32
122 C -5.85326 -3.91793 -6.50698  -0.57
123 C -6.52086 -2.88713 -5.82365  -0.30
124 C -5.98114 -1.58167 -5.80522  -0.44
125 H -3.08989 -2.14321 -7.42583  0.41
126 H -4.10959 -4.26613 -7.83964  0.36
127 H -6.33061 -4.88041 -6.61737  0.41
128 H -7.48055 -2.96631 -5.33464  0.39
129 H -6.44944 -0.81285 -5.20856  0.35

Charge: -1
HOMO-LUMO gap (eV): 2.2
LUMO energy (eV): -2.3
Highest occupied orbital energy (eV): -4.476

Arrangement b

This record from the OMol25 dataset describes a structure of composition C60H44F8O14V3. The level of theory is ωB97M-V/def2-TZVPD.

Each line ends with the Mulliken charge.
Geometry (Å):
1 O 4.62439 0.45110 -2.11717  -0.61
2 V 4.53505 -1.12658 -2.27009  1.33
3 O 5.33880 -1.79037 -1.11880  -0.62
4 O 0.36541 -1.16013 -5.03934  -0.56
5 V 1.11005 -1.68187 -3.75784  1.13
6 O 1.33451 -3.27546 -3.80624  -0.46
7 O 0.69274 -0.42230 5.54598  -0.49
8 V 0.02751 0.10163 4.23446  1.16
9 O -0.41613 1.64765 4.44328  -0.62
10 C 6.26193 -1.26128 -6.23362  -0.78
11 C 5.51352 -1.31188 -5.05908  0.94
12 C 3.97867 -1.42110 -5.23591  0.54
13 O 3.27900 -1.28103 -4.14728  -0.20
14 C 3.37961 -1.58200 -6.47379  -0.55
15 C 4.17174 -1.60595 -7.63562  0.19
16 C 5.67578 -1.45940 -7.48522  0.30
17 O 6.39681 -1.36472 -8.49063  -0.66
18 O 3.62132 -1.79712 -8.72098  -0.66
19 O 5.94463 -1.33955 -3.86686  -0.94
20 H 7.30984 -1.01585 -6.14888  0.42
21 H 2.31164 -1.71972 -6.54739  0.60
22 C -0.87701 -1.12976 0.24294  -1.30
23 C -0.37980 -0.72842 1.49732  0.35
24 C 1.12661 -0.28999 1.61044  1.10
25 O 1.50555 0.14474 2.71337  -1.12
26 C 1.96476 -0.60099 0.51707  -0.89
27 C 1.48658 -1.08782 -0.67705  0.72
28 C -0.00013 -1.31217 -0.82369  0.45
29 O -0.48768 -1.49095 -1.98408  -0.82
30 O 2.28592 -1.49695 -1.56803  -1.03
31 O -1.05280 -0.68402 2.56667  0.38
32 H -1.94446 -1.27388 0.16106  0.93
33 H 3.02591 -0.41112 0.62128  0.35
34 F 1.48737 0.54587 -3.41159  1.07
35 C 1.08085 1.84165 -3.52994  -0.62
36 C -0.25943 2.17261 -3.39511  0.68
37 C -0.62731 3.50269 -3.56693  -0.25
38 C 0.35462 4.45169 -3.86437  -0.83
39 C 1.68778 4.10983 -3.92972  -0.49
40 C 2.05379 2.78870 -3.68953  -0.78
41 H -0.99364 1.38340 -3.27627  -0.01
42 H -1.66474 3.75961 -3.40264  0.36
43 H 0.07961 5.49567 -3.96041  0.37
44 H 2.43391 4.85402 -4.16889  0.47
45 H 3.10220 2.51592 -3.71942  0.47
46 F -1.93794 -0.33913 5.18977  0.37
47 C -3.21884 -0.77660 5.30897  -0.23
48 C -3.83418 -1.36324 4.24552  0.63
49 C -5.13543 -1.85079 4.37416  -0.79
50 C -5.85804 -1.65597 5.53411  -0.63
51 C -5.21934 -1.01680 6.62004  -0.53
52 C -3.92222 -0.58153 6.49339  -0.89
53 H -3.29292 -1.45231 3.31223  0.36
54 H -5.66392 -2.13550 3.47223  0.41
55 H -6.85902 -2.04980 5.63553  0.43
56 H -5.70299 -0.96470 7.58512  0.38
57 H -3.46097 -0.07700 7.33402  0.47
58 F -4.26518 -3.58824 1.18056  -0.31
59 C -3.48790 -4.15341 0.22818  0.41
60 C -3.51067 -3.61362 -1.03540  0.00
61 C -2.89203 -4.29756 -2.08160  -0.78
62 C -2.16276 -5.43149 -1.81848  -0.47
63 C -2.02969 -5.92278 -0.50925  -0.88
64 C -2.70090 -5.26212 0.49887  -0.14
65 H -4.10389 -2.72305 -1.20337  0.69
66 H -2.79451 -3.87625 -3.07351  0.33
67 H -1.71580 -5.97872 -2.63888  0.42
68 H -1.49950 -6.82113 -0.23106  0.45
69 H -2.69770 -5.75637 1.46135  0.41
70 F 4.72902 3.97228 3.61544  -0.34
71 C 5.25803 2.75359 3.40898  0.32
72 C 6.62884 2.58732 3.39350  -0.59
73 C 7.11410 1.30794 3.12612  -0.25
74 C 6.25171 0.27030 2.80905  -0.91
75 C 4.87956 0.44851 2.86411  -0.16
76 C 4.38789 1.70059 3.20421  -0.22
77 H 7.33924 3.36204 3.64300  0.43
78 H 8.19275 1.23674 3.17362  0.36
79 H 6.64122 -0.72241 2.62073  0.40
80 H 4.20365 -0.35559 2.61347  0.43
81 H 3.33519 1.95219 3.21983  0.51
82 F -4.04222 2.19248 3.70282  -0.30
83 C -3.50930 2.67364 2.56900  0.25
84 C -3.28117 4.02989 2.43759  -0.83
85 C -2.64534 4.49615 1.30422  -0.34
86 C -2.21731 3.64445 0.29949  -1.15
87 C -2.40206 2.26941 0.48330  -0.28
88 C -3.03553 1.77854 1.62110  -0.02
89 H -3.63850 4.70931 3.19979  0.44
90 H -2.49204 5.54952 1.09602  0.38
91 H -1.68748 3.98200 -0.57964  0.60
92 H -1.97553 1.62738 -0.27898  0.88
93 H -3.09487 0.70417 1.73017  0.46
94 F 0.26013 -2.56011 4.19870  -0.30
95 C -0.67975 -3.51018 4.42245  -0.33
96 C -1.71869 -3.71058 3.53639  1.10
97 C -2.66854 -4.68124 3.84173  -0.61
98 C -2.60501 -5.35210 5.05601  -0.75
99 C -1.56383 -5.12928 5.96564  -0.66
100 C -0.62202 -4.17999 5.63079  -0.37
101 H -1.79384 -3.18965 2.59079  0.09
102 H -3.58319 -4.80876 3.28169  0.50
103 H -3.40598 -6.02897 5.32801  0.36
104 H -1.58349 -5.56993 6.95107  0.39
105 H 0.09310 -3.91090 6.39947  0.44
106 F 4.23007 5.25512 -1.92641  -0.43
107 C 3.21751 4.86255 -1.11694  0.45
108 C 2.13635 5.69419 -0.97448  -0.42
109 C 1.04008 5.22475 -0.26176  -0.43
110 C 1.09132 3.98156 0.34400  -0.55
111 C 2.27513 3.25093 0.33466  -0.12
112 C 3.35092 3.65980 -0.43866  -0.86
113 H 2.17193 6.61263 -1.54695  0.44
114 H 0.21102 5.88186 -0.02762  0.38
115 H 0.28519 3.62318 0.96844  0.71
116 H 2.37074 2.28042 0.80696  0.36
117 H 4.29981 3.14259 -0.48951  0.46
118 F -4.53065 3.38129 -2.79580  -0.39
119 C -4.15472 2.20306 -3.32785  0.07
120 C -3.99967 1.16070 -2.41964  -0.51
121 C -3.46738 -0.04228 -2.87727  0.20
122 C -3.27137 -0.23558 -4.21678  -0.36
123 C -3.47878 0.78696 -5.15226  -0.63
124 C -3.89508 2.02541 -4.67720  -0.38
125 H -4.26905 1.35071 -1.38939  0.68
126 H -3.32967 -0.82106 -2.13885  0.12
127 H -2.94488 -1.22001 -4.53117  0.36
128 H -3.18832 0.60693 -6.17586  0.42
129 H -4.09817 2.83918 -5.36329  0.41

Charge: -1
HOMO-LUMO gap (eV): 5.1
LUMO energy (eV): -0.2
Highest occupied orbital energy (eV): -5.307

Most stable to least stable, the ends of the list are arrangement b and arrangement a.

Arrangement a

This record from the OMol25 dataset describes an isolated molecule of C5H8N2O3. The level of theory is ωB97M-V/def2-TZVPD.

Each line ends with the Mulliken charge.
Geometry (Å):
1 H 0.44535 -2.13381 -0.48087  0.28
2 N 1.40774 -1.91273 -0.23339  -0.73
3 C 1.63566 -0.66346 -0.22646  0.23
4 O 2.84489 -0.22764 0.13564  -0.53
5 C 0.63602 0.48614 -0.27859  1.67
6 O 1.24698 1.68486 -0.62623  -0.62
7 C -0.29558 0.53516 0.98258  -0.95
8 N -1.40374 0.15551 0.11366  0.15
9 C -2.66325 -0.21028 0.34679  0.08
10 O -3.45898 -0.53932 -0.52819  -0.59
11 C -0.63431 0.21529 -1.12043  -1.26
12 H 3.08335 -0.72407 0.96077  0.36
13 H 2.08800 1.76459 -0.16120  0.34
14 H -0.07421 -0.18134 1.78338  0.34
15 H -0.37898 1.55355 1.38411  0.28
16 H -2.93688 -0.16880 1.42019  0.33
17 H -0.88989 1.07372 -1.75606  0.32
18 H -0.65217 -0.70735 -1.71570  0.30

Charge: 0
HOMO-LUMO gap (eV): 10.0
LUMO energy (eV): 0.2
Highest occupied orbital energy (eV): -9.735
SMILES: [H]/N=C(/O)C1(O)CN(C=O)C1

Arrangement b

This record from the OMol25 dataset describes a cluster of 2 separate species, C5H8N2O3 in total. The level of theory is ωB97M-V/def2-TZVPD.

Each line ends with the Mulliken charge.
Geometry (Å):
1 N 2.01897 1.96488 -1.61568  -0.47
2 C 1.48873 1.00356 -1.24967  0.21
3 C 0.76896 -0.21987 -0.87793  -0.36
4 C -0.71940 0.03027 -0.63879  0.09
5 O -0.97897 0.84821 0.51561  -0.41
6 C -1.76828 -0.16910 1.16688  -0.24
7 C -1.51662 -1.08244 0.00118  0.33
8 N -1.81961 -2.24848 -0.37032  -0.54
9 O -2.61700 -2.89139 0.55647  -0.37
10 H 1.23387 -0.64002 0.02522  0.25
11 H 0.88240 -0.95342 -1.68982  0.31
12 H -1.19336 0.44661 -1.54125  0.34
13 H -2.81751 0.13090 1.30888  0.27
14 H -1.33788 -0.49559 2.12546  0.25
15 H -2.80552 -3.75554 0.17440  0.37
16 O 3.90047 2.93784 0.93566  -0.65
17 H 3.62996 2.03684 1.16735  0.30
18 H 3.65081 3.05675 0.00636  0.36

Charge: 0
HOMO-LUMO gap (eV): 10.8
LUMO energy (eV): 0.5
Highest occupied orbital energy (eV): -10.322
SMILES: N#CC[C@@H]1OC/C1=N\O.O

Most stable to least stable, the ends of the list are arrangement a and arrangement b.